# 1
DFT (ωB97M-V/def2-TZVPD) results for a single C3H7NO2 molecule.

```
! RIJCOSX wB97M-V def2-TZVPD def2/J DEFGRID3
* xyz 0 1
O -2.5418 -0.2359 0.4038
C -1.3003 -0.7246 -0.0519
C -0.2266 0.3206 0.2063
N 1.0104 0.0116 -0.4726
C 2.2261 0.2890 0.0759
O 2.4014 0.7137 1.1990
H -2.5557 0.7093 0.1806
H -1.3423 -0.9734 -1.1283
H -1.0572 -1.6411 0.4957
H -0.0057 0.4107 1.2728
H -0.6460 1.2989 -0.1104
H 0.9814 -0.2571 -1.4460
H 3.0562 0.0783 -0.6249
*
```

Summary:
HOMO: -10.0 eV
M: 89.09 g/mol
Strongest force on any atom: 0.50 eV/A
Energy above the lowest of the compared OMol25 structures with the same formula, charge and spin: 107.4 kJ/mol
Structure (SMILES): O=CNCCO
Lowest unoccupied orbital energy: 0.72 eV
HOMO-LUMO gap: 0.395 Eh

=====

# 2
DFT (ωB97M-V/def2-TZVPD) results for a molecular structure, C12H36AgN6O10 in a non-equilibrium geometry.

```
! RIJCOSX wB97M-V def2-TZVPD def2/J DEFGRID3
* xyz 0 2
Ag -2.3826 2.4576 3.2691
C -0.4356 1.1872 -0.1172
O -0.2306 0.8506 1.0448
O -0.1494 0.5040 -1.0884
O -1.1114 2.2078 -0.1659
C 4.5701 -2.6775 4.3729
C 3.6563 -1.5195 4.5789
O 2.3529 -1.9073 4.3123
H 5.5743 -2.4494 4.7301
H 4.6932 -2.8711 3.3073
H 4.1343 -3.5381 4.8803
H 3.8912 -0.7179 3.8786
H 3.8074 -1.0885 5.5686
H 1.9767 -1.2110 3.7690
C 1.3033 -5.9546 0.3326
C 1.4893 -4.6742 -0.4378
O 0.4061 -4.4753 -1.3058
H 0.9679 -6.8303 -0.2232
H 0.5016 -5.7434 1.0402
H 2.2062 -6.2743 0.8528
H 2.4170 -4.8601 -0.9790
H 1.5530 -3.8107 0.2243
H 0.3194 -3.5240 -1.4012
C -5.3757 -0.9567 -1.9847
C -4.6106 -1.7731 -2.9649
O -3.5697 -0.9642 -3.5723
H -5.8744 -0.1428 -2.5111
H -4.6481 -0.5724 -1.2698
H -6.1723 -1.4922 -1.4683
H -5.2779 -2.1684 -3.7308
H -4.1530 -2.5744 -2.3847
H -2.9793 -0.7402 -2.8493
C 4.0094 6.7357 0.3148
C 3.2885 5.3848 0.2591
O 2.0331 5.6113 -0.3506
H 5.0637 6.7050 0.5895
H 3.4395 7.3933 0.9712
H 3.9879 7.1679 -0.6856
H 3.1646 4.8621 1.2075
H 3.8940 4.8202 -0.4500
H 1.4035 4.9428 -0.0706
C -4.6036 5.5189 -3.0441
O -5.4938 6.1060 -3.6653
N -3.9477 6.0512 -2.0395
N -4.3691 4.3005 -3.2473
H -4.3027 6.9505 -1.7474
H -3.2146 5.5357 -1.5736
H -4.9028 3.8262 -3.9617
H -3.7119 3.8343 -2.6384
C -3.7720 -2.6082 3.1474
O -3.7952 -1.4124 3.3630
N -2.7573 -3.2068 2.5993
N -4.6802 -3.4965 3.4545
H -2.6024 -4.2038 2.5543
H -1.9924 -2.6060 2.3270
H -5.5782 -3.1645 3.7763
H -4.5375 -4.4867 3.3155
C 4.9325 -0.2091 -2.9954
O 6.0509 -0.0890 -3.3684
N 4.5272 -0.0646 -1.7266
N 3.8953 -0.5914 -3.6523
H 3.5344 0.0660 -1.5948
H 5.2110 -0.0401 -0.9837
H 3.9564 -0.7872 -4.6413
H 3.0203 -0.5415 -3.1503
*
```

Summary:
HOMO (alpha / beta): -9.4 / -9.4 eV
M: 532.32 g/mol
Strongest force on any atom: 6.50 eV/A
⟨S²⟩: 0.770
Lowest unoccupied orbital energy (alpha / beta): -4.12 / -4.09 eV
HOMO-LUMO gap (alpha / beta): 0.193 / 0.194 Eh

=====

# 3
DFT (ωB97M-V/def2-TZVPD) results for a molecular structure, C20H33N5O5S in a non-equilibrium geometry.

```
! RIJCOSX wB97M-V def2-TZVPD def2/J DEFGRID3
* xyz 0 1
C -6.3187 -1.6841 -0.5658
C -5.7016 -0.9258 0.5425
O -6.4333 -0.4093 1.3884
N -4.4522 -0.7672 0.5967
C -3.5010 -1.2221 -0.5342
H -4.0114 -1.7331 -1.1279
H -2.8072 -1.7440 0.2581
C -2.9404 0.2587 -1.1094
N -2.4543 1.0895 -0.0189
C -1.0581 1.3718 0.1835
C -0.5360 1.7003 1.4783
C 0.7708 1.8003 1.4843
C 1.6975 1.6635 0.3459
C 1.1265 1.9391 -0.7523
C -0.2802 1.6504 -1.0607
N -0.8696 1.8554 -2.1191
O -1.8939 2.1655 -2.2888
O -0.1050 1.6099 -3.1091
H 1.8082 2.1454 -1.7322
S 3.4190 2.1056 0.7727
O 3.8050 3.2189 -0.1607
O 3.6108 2.0499 2.2095
N 4.1513 0.8872 -0.0495
H 4.1862 0.9487 -0.9263
C 3.8458 -0.3945 0.0944
H 4.8513 -1.1350 0.3234
H 3.5159 -0.6620 1.3660
C 2.8082 -1.0867 -0.5588
N 2.3260 -2.5755 0.1158
C 3.3425 -3.6682 -0.2612
C 3.4394 -4.4928 0.7912
H 3.5979 -4.0778 1.6293
H 4.2752 -5.2590 0.6840
H 2.4944 -5.3068 0.9547
C 2.9281 -4.4461 -1.6220
H 3.7873 -4.8943 -1.8163
H 2.9084 -3.6805 -2.6328
H 2.0221 -4.9011 -1.2607
H 4.2726 -3.1227 -0.4556
C 0.8734 -2.7050 0.2079
C 0.4891 -2.1958 1.4987
H -0.7560 -2.3654 1.7492
H 0.9023 -2.4036 2.2465
H 0.3726 -1.1812 1.2307
H 0.8062 -3.8471 0.2197
C 0.3071 -2.5706 -1.1470
H -0.7588 -3.0492 -0.9895
H 0.7421 -3.0619 -1.9909
H 0.0696 -1.3398 -1.3713
H 1.7616 -0.5385 -0.4854
H 3.1707 -1.2655 -1.6108
H 1.3769 1.7760 2.5015
H -0.8806 1.4113 2.2488
C -3.3277 1.2783 1.1832
H -2.8607 1.9429 1.9676
C -3.9165 0.1709 1.9000
H -4.7880 0.2354 2.3225
H -3.2491 -0.4805 2.2548
H -4.1856 1.9956 0.6129
H -1.9751 -0.0816 -1.3709
H -3.6092 0.7169 -1.6478
H -5.8674 -2.6800 -0.6123
H -6.1201 -1.1370 -1.6375
H -7.5946 -1.8255 -0.4316
*
```

Summary:
HOMO: -8.4 eV
M: 455.58 g/mol
Strongest force on any atom: 16.59 eV/A
Energy above the lowest of the compared OMol25 structures with the same formula, charge and spin: 2452.8 kJ/mol
Lowest unoccupied orbital energy: -1.00 eV
HOMO-LUMO gap: 0.273 Eh

=====

# 4
DFT (ωB97M-V/def2-TZVPD) results for a molecular structure, C2H2FLiOSc in a non-equilibrium geometry.

```
! RIJCOSX wB97M-V def2-TZVPD def2/J DEFGRID3
* xyz 2 2
H 0.3753 -0.9432 1.8119
C 0.9527 0.0483 -0.9760
C 1.2843 -0.3210 0.2570
O 0.1885 -0.2541 1.1392
Li 3.2270 -0.0953 0.9690
Sc -1.7102 0.4163 0.4662
F -0.4172 0.3818 -1.2488
H 1.5734 0.2755 -1.8358
*
```

Summary:
HOMO (alpha / beta): -17.6 / -17.6 eV
M: 112.93 g/mol
Strongest force on any atom: 2.20 eV/A
⟨S²⟩: 0.751
Lowest unoccupied orbital energy (alpha / beta): -9.57 / -9.66 eV
HOMO-LUMO gap (alpha / beta): 0.294 / 0.292 Eh

=====

Among the records above, which one has the highest strongest force on any atom? C20H33N5O5S